# 1
Here is a structure of composition C28H34N6PdS from OMol25. Energies are from the ωB97M-V functional and the def2-TZVPD basis.

Cartesian coordinates (Å):
Pd (0.01612, 0.74548, 1.41779)
S (-0.60735, 1.29931, 3.57408)
N (0.97264, 2.48430, 1.40638)
N (0.91495, 3.26534, 2.53324)
N (-1.58237, 0.02888, -0.59049)
N (0.16704, 3.56733, 4.67647)
N (0.70690, 0.67018, -0.44680)
N (0.71520, -1.43069, 0.58153)
C (-4.92393, -0.53511, -2.18374)
C (2.44382, -4.81448, 2.22371)
C (-4.91288, 1.46772, -0.81722)
C (0.21410, 2.81525, 3.60257)
C (1.24665, -2.55722, 1.16813)
C (-0.88081, 1.47810, -2.40303)
C (-0.26093, -4.04659, -0.29475)
C (1.56801, 1.79874, -0.74177)
C (1.35378, -0.26836, -3.02641)
C (2.46475, -1.05731, 2.87361)
C (2.19401, 1.85530, -1.92642)
C (-2.96463, -2.04089, -2.25227)
C (1.27692, -0.76273, -0.59192)
C (2.16031, -2.40216, 2.27743)
C (1.65637, 2.78934, 0.34331)
C (-2.91388, 0.19199, -0.94159)
C (-3.59686, 1.30412, -0.43242)
C (0.44853, -0.81046, -1.94076)
C (2.47824, 4.02306, 0.17725)
C (-2.96027, 2.31921, 0.48235)
C (2.74488, -3.53146, 2.76165)
C (2.08686, 0.85660, -2.99722)
C (1.50258, -4.96247, 1.19819)
C (-0.46330, 0.38359, -1.43475)
C (0.84603, -3.87505, 0.69398)
C (2.78280, -0.99342, -0.68359)
C (-3.60831, -0.78428, -1.79741)
C (-5.58710, 0.55830, -1.69962)
H (2.11089, 4.60106, -0.67388)
H (-3.09113, 2.02059, 1.52473)
H (3.45251, -3.45539, 3.57781)
H (1.37653, 4.16579, 2.53458)
H (-3.58486, -2.88933, -1.94660)
H (-1.50656, 1.02040, -3.17398)
H (1.40751, -0.86827, -3.92762)
H (3.27684, -1.13727, 3.59294)
H (-5.45637, 2.32930, -0.44567)
H (-0.02139, -1.74500, -2.22557)
H (-2.93158, -2.08356, -3.34580)
H (1.25710, -5.94881, 0.82328)
H (2.48663, 4.68111, 1.04059)
H (-1.97248, -2.17718, -1.84646)
H (2.76442, -0.33030, 2.11656)
H (2.83700, 2.70454, -2.13197)
H (-6.62433, 0.73385, -1.95778)
H (3.20090, -1.26443, 0.28116)
H (0.63165, 4.46261, 4.75907)
H (-3.43584, 3.29145, 0.36400)
H (2.67541, 1.07287, -3.88110)
H (-1.89619, 2.44964, 0.29247)
H (-0.06138, 1.97237, -2.90571)
H (3.51445, 3.74834, -0.03284)
H (2.97173, -1.81097, -1.38236)
H (3.32976, -0.12902, -1.04069)
H (-5.42686, -1.24934, -2.82387)
H (0.05493, -4.64920, -1.14798)
H (-0.35348, 3.25670, 5.48744)
H (-0.64608, -3.09222, -0.63435)
H (-1.47315, 2.23254, -1.88530)
H (-1.08470, -4.58525, 0.18046)
H (2.92460, -5.69197, 2.64088)
H (1.59472, -0.66510, 3.40411)

Results
* net charge: +4
* gap between HOMO and LUMO (alpha / beta): 7.47 / 5.73 eV
* ΔE to the lowest compared entry with this formula, charge and spin: 118.1 kcal per mole
* ⟨S²⟩: 6.049
* spin multiplicity: 5

# 2
Here is a structure of composition C28H34N7OsPS2 from OMol25. Energies are from the ωB97M-V functional and the def2-TZVPD basis.

Cartesian coordinates (Å):
Os (-1.50019, 0.31338, -0.15059)
S (-1.57913, 0.47230, 4.39455)
S (-5.11444, -2.52162, -0.01256)
P (0.13912, -1.14386, -0.93424)
N (-2.74674, 2.01121, -0.35371)
N (-0.09888, 1.80890, -0.46411)
N (1.27802, 1.83297, -0.46299)
N (-3.12072, -0.99189, 0.08985)
N (1.75808, -0.57994, -0.47035)
N (-1.60962, 0.25641, 1.87150)
N (4.13090, -1.09253, -0.42269)
C (2.78128, -2.14551, 1.28401)
C (-0.59644, 3.00039, -0.61620)
C (-3.91421, -1.60023, -0.77588)
C (2.78129, -1.59036, -0.16834)
C (-4.75765, 3.29305, -0.46913)
C (2.04117, 0.77795, -0.43298)
C (-2.64559, 4.38629, -0.71863)
C (-3.78876, -1.47137, -2.25853)
C (4.50249, 0.15096, -0.50039)
C (5.91210, 0.48171, -0.61452)
C (-0.53841, -3.30271, 0.82025)
C (-0.01219, -2.91779, -0.56547)
C (-2.03635, 3.16200, -0.55897)
C (0.88433, -2.18087, -3.48808)
C (3.88878, 2.48640, -0.53205)
C (-4.53968, -2.06936, 1.53382)
C (-2.64095, -0.56587, 2.37611)
C (0.16323, 1.83727, 2.78498)
C (-4.07538, 2.08450, -0.31596)
C (-4.04260, 4.45537, -0.66790)
C (3.46734, 1.18117, -0.46263)
C (0.25777, -0.98976, -2.75276)
C (2.32526, -1.13273, 2.32436)
C (6.26845, 1.78292, -0.67949)
C (-3.47012, -1.25261, 1.39786)
C (-2.74802, -0.56219, 3.71737)
C (-0.96723, 0.86879, 2.87200)
C (5.25318, 2.78940, -0.64304)
H (7.30849, 2.07313, -0.75965)
H (2.97238, -0.25059, 2.35558)
H (-2.88357, -0.91699, -2.51711)
H (2.17124, -3.04479, 1.29642)
H (-0.20508, 2.85807, 2.91311)
H (5.55193, 3.82936, -0.71506)
H (2.64554, -2.41151, -0.87078)
H (6.64456, -0.31836, -0.63670)
H (-1.28459, -2.59695, 1.17863)
H (-3.75205, -2.44789, -2.74278)
H (-3.45184, -1.10002, 4.33499)
H (4.84874, -1.81575, -0.43748)
H (2.36826, -1.59174, 3.31191)
H (-4.64461, -0.94071, -2.67936)
H (-5.00851, -2.42828, 2.43768)
H (0.83606, -0.08024, -2.93570)
H (0.87578, 1.65582, 3.58935)
H (-2.05035, 5.27477, -0.88797)
H (0.67848, 1.76142, 1.84211)
H (-4.61133, 1.15831, -0.15849)
H (1.00244, -1.91803, -4.53861)
H (0.24421, -3.36381, 1.57169)
H (0.06361, 3.84800, -0.76255)
H (-0.75222, -3.20038, -1.32480)
H (1.87599, -2.43438, -3.10990)
H (-4.54887, 5.40412, -0.79114)
H (-5.83847, 3.30012, -0.42469)
H (3.79541, -2.47771, 1.51880)
H (0.25892, -3.07037, -3.44628)
H (3.16295, 3.28482, -0.52204)
H (-0.74715, -0.79611, -3.14356)
H (1.29717, -0.80684, 2.14876)
H (0.88930, -3.47227, -0.83301)
H (-1.00232, -4.28634, 0.76416)

Results
* net charge: +4
* gap between HOMO and LUMO (alpha / beta): 2.65 / 2.55 eV

# 3
Here is a structure of composition C28H35BInN8S2 from OMol25. Energies are from the ωB97M-V functional and the def2-TZVPD basis.

Cartesian coordinates (Å):
In (0.19393, 0.25597, 0.16342)
S (-0.58458, -4.58394, -2.59509)
S (-1.16561, 1.42642, -4.32878)
N (-0.10044, 0.29152, -2.16612)
N (0.11992, -2.45301, -1.37961)
N (2.36010, 0.23957, 0.22838)
N (3.00952, 1.42855, 0.38566)
N (0.50239, 1.75095, 2.05391)
N (1.39267, 2.74769, 1.76079)
N (-0.00721, 2.46728, -0.57430)
N (1.27426, 2.78244, -0.78437)
C (1.15309, 2.17907, -3.06354)
C (2.92459, -2.17074, 0.22051)
C (-0.88327, 2.55832, -1.74503)
C (4.53019, -0.16308, 0.49946)
C (-1.17907, -0.25086, -4.13597)
C (1.49852, 3.60229, 2.79808)
C (-0.45545, -2.07827, -2.57209)
C (-1.01243, 4.00243, -2.23131)
C (5.30168, 2.29882, 0.80443)
C (3.27822, -0.73199, 0.30160)
C (-0.88472, -3.10035, -3.36371)
C (-2.26064, 2.07011, -1.31127)
C (2.38202, 4.80363, 2.79602)
C (1.83195, 2.76280, -2.06539)
C (-2.48056, -1.36874, 0.17691)
C (0.64252, -4.54773, -0.11115)
C (0.11893, -3.74960, -1.25873)
C (-0.21330, 1.62089, -2.77215)
C (4.31869, 1.20565, 0.55839)
C (3.19613, 3.35407, -2.24667)
C (0.05404, 1.99594, 3.28589)
C (0.65917, 3.15152, 3.79180)
C (-1.02946, -1.69476, 1.96864)
C (-2.47899, -2.67979, 0.50889)
C (-1.55516, -0.64766, 1.06115)
C (-0.56328, -0.66396, -2.93625)
C (-1.57071, -2.88343, 1.61566)
C (-0.99302, 1.19656, 3.98987)
B (2.20498, 2.75315, 0.47503)
H (-1.35064, -3.05013, -4.33252)
H (-2.26519, 1.01417, -1.04265)
H (-1.69914, 4.05230, -3.07824)
H (0.48995, 3.60322, 4.75405)
H (5.30907, 3.02540, -0.00788)
H (-0.34294, -1.52001, 2.78246)
H (0.81671, -3.90867, 0.74495)
H (-0.08052, -5.31001, 0.17846)
H (2.82195, -2.49928, -0.81398)
H (2.12530, 5.48702, 1.98673)
H (-3.09668, -0.90212, -0.57860)
H (3.39136, 3.49174, -3.30816)
H (1.97842, -2.34974, 0.72517)
H (-1.43293, 4.60336, -1.42573)
H (-0.06328, 4.43895, -2.52999)
H (2.95988, 3.67311, 0.46418)
H (-0.68600, 0.17103, 4.17965)
H (5.06789, 2.83447, 1.72445)
H (3.27750, 4.31908, -1.74924)
H (3.43192, 4.53300, 2.68263)
H (2.26877, 5.33283, 3.73954)
H (-2.58242, 2.64380, -0.44206)
H (-1.20424, 1.66086, 4.95094)
H (6.29946, 1.87678, 0.89898)
H (-1.65060, -0.89123, -4.86163)
H (-1.95173, 0.25858, 1.51985)
H (-3.07049, -3.45334, 0.03925)
H (1.57340, 2.10392, -4.05528)
H (3.96621, 2.69699, -1.84220)
H (3.69407, -2.77055, 0.70286)
H (-1.37671, -3.83256, 2.09460)
H (1.57071, -5.05239, -0.38473)
H (-2.98949, 2.21365, -2.10870)
H (-1.92621, 1.17189, 3.42866)
H (5.46727, -0.68025, 0.61124)

Results
* net charge: +1
* gap between HOMO and LUMO (alpha / beta): 6.47 / 7.01 eV
* ΔE to the lowest compared entry with this formula, charge and spin: 73.3 kcal per mole